1.
20
Properties=species:S:1:pos:R:3 method="wB97M-V/def2-TZVPD" homo_energy_ev=-12.9 lumo_ev=-3.2 e_tot_ha=-344.6612 multiplicity=1 fmax_ev_per_a=6.006 relative_energy_kcal_mol=66.3 gap_ev=9.71 total_charge=+1
C 0.51397 -0.67361 -1.51031
C -0.35490 0.58506 -1.17792
C -0.33458 1.27712 0.21570
C -1.41391 1.47394 0.85974
N 1.01679 1.43895 0.68683
N 0.10779 -2.00657 -0.78391
H 1.48044 -0.42042 -1.09951
H 0.43638 -0.85792 -2.54435
H 0.18747 1.30753 -1.83622
H -1.32906 0.72913 -1.64450
H -2.42803 1.30452 0.53622
H -1.35496 1.68778 2.01117
H -0.12412 -0.40242 1.90019
H 1.57581 2.07150 -0.00566
H 1.15285 2.06129 1.50804
H 0.74461 -2.72181 -1.21618
H -0.84884 -2.11092 -0.98413
H 0.18696 -1.95275 0.16038
H 0.68107 -1.40824 2.89372
O 0.10425 -1.38215 2.03071

2.
20
Properties=species:S:1:pos:R:3 method="wB97M-V/def2-TZVPD" homo_energy_ev=-12.9 lumo_ev=-4.3 e_tot_ha=-344.5737 multiplicity=1 fmax_ev_per_a=5.067 relative_energy_kcal_mol=121.2 gap_ev=8.58 total_charge=+1
C 1.81085 -1.36395 -0.66364
C -1.35639 -0.78169 0.65917
C 0.01132 0.97704 1.50771
C 1.19761 -0.20821 -1.23768
N -1.33329 1.30692 -0.47204
N -0.60822 0.41623 0.31555
O 0.31544 -0.28454 -2.17098
H 2.17857 -1.22211 0.47725
H 2.68199 -1.48346 -1.27882
H 1.24875 -2.17086 -0.84811
H -0.71088 -1.57393 1.20827
H -2.16457 -0.61368 1.41132
H -1.84255 -1.45162 -0.16808
H 0.94000 1.57577 1.09892
H -0.67106 1.73612 2.02734
H 0.44604 0.19286 2.18373
H 1.61377 0.90030 -1.08237
H -1.25189 2.27532 -0.23654
H -2.47100 1.18392 -0.24603
H -0.03448 0.58957 -2.48498

3.
20
Properties=species:S:1:pos:R:3 method="wB97M-V/def2-TZVPD" homo_energy_ev=-13.7 lumo_ev=-8.1 e_tot_ha=-344.4901 multiplicity=1 fmax_ev_per_a=5.461 relative_energy_kcal_mol=173.6 gap_ev=5.59 total_charge=+1
C 0.62126 -1.48476 1.87445
C -0.54275 -1.68394 0.83746
C -0.83497 -0.40939 -0.07655
C 0.13560 0.28060 -0.68926
N -0.47342 1.72214 -3.78802
N 1.79546 -1.03361 1.16931
H 0.23588 -0.76006 2.60324
H 0.81738 -2.53664 2.31934
H -0.24641 -2.56648 0.26435
H -1.47775 -1.84701 1.41455
H -1.93675 -0.20883 -0.18606
H 0.30626 1.08124 -1.50101
H -1.19089 1.31304 -3.14957
H -0.81257 2.43326 -4.48973
H 0.02431 0.99935 -4.13023
H 1.65791 -0.26380 0.51974
H 2.54489 -0.69682 1.77326
H -0.10510 1.41571 1.06310
H -0.26381 2.62363 2.16948
O -0.25452 1.62237 2.00214

4.
20
Properties=species:S:1:pos:R:3 method="wB97M-V/def2-TZVPD" homo_energy_ev=-12.9 lumo_ev=-3.1 e_tot_ha=-344.6805 multiplicity=1 fmax_ev_per_a=4.080 relative_energy_kcal_mol=54.2 gap_ev=9.80 total_charge=+1
C -1.23618 -1.86879 1.45889
C 3.20683 1.12853 -0.76385
C -2.34457 -0.23607 -0.04868
C -1.04841 -0.76778 0.50244
N -1.96777 0.65846 -1.20734
N 1.99747 1.12608 0.14981
O 0.01195 -0.26625 0.13796
H -0.28384 -2.12704 2.03069
H -1.99198 -1.66210 2.23294
H -1.58702 -2.79225 0.97705
H 3.01447 0.35776 -1.45039
H 3.19033 2.03200 -1.43575
H 4.08311 1.12702 -0.21087
H -3.07936 0.20863 0.60597
H -2.72752 -1.20306 -0.59306
H -2.79654 0.86365 -1.69007
H -1.29716 0.02481 -1.67310
H 1.69459 0.20653 0.47899
H 2.04149 1.77343 0.94464
H 1.12013 1.41646 -0.44629

What did the third record say?
20
Properties=species:S:1:pos:R:3 method="wB97M-V/def2-TZVPD" homo_energy_ev=-13.7 lumo_ev=-8.1 e_tot_ha=-344.4901 multiplicity=1 fmax_ev_per_a=5.461 relative_energy_kcal_mol=173.6 gap_ev=5.59 total_charge=+1
C 0.62126 -1.48476 1.87445
C -0.54275 -1.68394 0.83746
C -0.83497 -0.40939 -0.07655
C 0.13560 0.28060 -0.68926
N -0.47342 1.72214 -3.78802
N 1.79546 -1.03361 1.16931
H 0.23588 -0.76006 2.60324
H 0.81738 -2.53664 2.31934
H -0.24641 -2.56648 0.26435
H -1.47775 -1.84701 1.41455
H -1.93675 -0.20883 -0.18606
H 0.30626 1.08124 -1.50101
H -1.19089 1.31304 -3.14957
H -0.81257 2.43326 -4.48973
H 0.02431 0.99935 -4.13023
H 1.65791 -0.26380 0.51974
H 2.54489 -0.69682 1.77326
H -0.10510 1.41571 1.06310
H -0.26381 2.62363 2.16948
O -0.25452 1.62237 2.00214